ORCA calculation (ωB97M-V with the def2-TZVPD basis set) on C3H3NO2 as an isolated structure in a non-equilibrium geometry.

Geometry (Å):
O 0.7864 -1.6026 1.3147
O 1.3013 -0.3213 -0.9845
N -1.2110 2.0422 -0.7894
C 0.0479 -0.6709 1.0375
C -0.4347 1.1523 -0.4694
C 0.3251 0.1146 -0.1403
H 1.6080 -1.1385 -0.5541
H -0.8371 -0.4073 1.6454
H -1.5887 0.9242 -1.0628

The HOMO-LUMO gap is 9.08 eV. As for the relative energy (zero: lowest compared OMol25 entry of this formula, charge and spin): 97.8 kcal per mole. The value obtained for the total energy is -321.2218 a.u. The value obtained for the HOMO energy is -8.858 eV.